No. 1
A 5-piece molecular cluster, C24H47IO15 overall in a non-equilibrium geometry. Source: the OMol25 dataset; level of theory: ωB97M-V/def2-TZVPD.

```
87
Properties=species:S:1:pos:R:3:forces:R:3:lowdin_charge:R:1
I -2.611347 -6.060658 -0.272295 0.1 0.1 0.0 0.868
O 3.466816 5.479075 3.631955 0.0 -0.1 0.1 0.030
O 5.825635 1.348419 0.685888 0.1 0.0 0.0 0.000
O -7.938364 -0.224186 -4.320872 0.0 -0.2 -0.2 0.118
O -4.832260 0.105466 0.190085 0.1 0.0 0.1 0.031
O 0.466388 -2.369708 -1.575942 -0.2 -0.2 0.0 -0.069
O 2.690892 3.549641 4.214980 0.0 0.0 0.0 -0.004
O 1.645388 -3.984597 1.057654 0.5 0.8 1.3 0.186
O 6.251733 2.520699 -1.197362 0.0 -0.1 0.1 0.119
O 0.134137 -5.314526 0.106739 -0.3 -0.3 0.1 -0.125
O -4.757827 0.304353 2.444721 0.1 0.0 -0.1 0.127
O -9.626772 -1.678738 -3.922698 0.1 -0.1 -0.2 0.035
O 7.745913 1.093360 -0.270936 -0.1 0.1 0.0 0.031
O 2.603852 5.238161 5.712616 0.0 0.0 -0.1 0.122
O -3.132026 -0.710351 1.252022 0.0 0.1 0.0 -0.012
O -7.628892 -2.212679 -3.297169 0.0 0.0 -0.2 0.006
C 1.349868 -4.644919 0.132673 -0.5 -0.3 -1.5 -0.484
C -5.861392 2.324345 0.324781 0.1 0.0 0.0 -0.061
C 8.699372 1.435372 -1.295196 0.0 -0.1 0.0 -0.211
C 9.408256 2.734427 -0.986076 0.0 0.0 0.0 -0.065
C -2.416281 -0.919630 2.475095 0.1 -0.1 0.0 -0.026
C -0.960162 -4.710677 -0.555111 0.1 -0.1 -0.2 -0.752
C 4.643137 -2.657005 0.450242 0.0 0.2 0.0 -0.109
C 4.487843 -3.858020 -0.485949 0.1 -0.2 0.0 -0.248
C -8.354851 -1.282664 -3.920057 -0.1 0.3 0.6 -0.611
C -10.553190 -0.775580 -4.558989 0.0 0.0 0.0 -0.208
C -4.288357 -0.055081 1.395560 -0.1 -0.1 0.1 -0.607
C 2.894866 4.802435 4.627536 0.0 0.0 0.0 -0.612
C 5.088635 6.949297 4.716773 0.0 0.0 0.0 -0.064
C -0.827285 -2.181162 -0.999966 0.0 0.2 0.0 -0.218
C -10.522077 -0.914980 -6.063814 0.0 0.0 0.0 -0.065
C -6.236703 -1.901521 -3.185507 0.1 0.0 0.1 -0.031
C 6.577612 1.733653 -0.344021 0.0 0.0 0.0 -0.612
C 2.097261 2.688850 5.193496 0.0 0.0 0.0 -0.036
C 3.232594 -3.823270 -1.382677 -0.2 0.1 -0.1 -0.192
C -1.261446 -3.302668 -0.048579 -0.3 0.1 0.1 -0.218
C 4.531777 1.960805 0.745330 0.0 0.0 0.0 -0.030
C 3.801585 6.849606 3.930489 0.0 0.1 0.0 -0.207
C 2.190948 -4.910776 -1.080486 0.4 -0.3 0.0 -0.104
C -6.078051 0.835223 0.177095 -0.1 0.0 0.0 -0.203
H 5.900412 6.454023 4.183389 0.0 0.0 0.0 0.082
H 4.014892 -2.762686 1.340608 0.1 0.0 -0.2 0.065
H 8.710200 3.570141 -1.001587 0.0 0.0 0.0 0.076
H -0.808692 -4.751343 -1.644114 0.0 0.1 0.2 0.076
H 8.185954 1.478885 -2.254983 0.0 0.0 0.0 0.122
H 10.180022 2.916260 -1.735062 0.0 0.0 0.0 0.080
H 4.471499 -4.782099 0.109723 0.1 0.2 -0.1 0.105
H -5.815999 -2.674014 -2.548663 0.0 0.0 0.0 0.095
H 3.522518 -3.940754 -2.435607 0.0 0.0 0.2 0.112
H -3.045520 -1.409130 3.215013 0.0 0.0 0.0 0.101
H 5.682883 -2.529011 0.773259 -0.2 -0.1 0.0 0.070
H 3.896672 7.314613 2.951245 0.0 0.0 0.0 0.122
H 5.374374 -3.929227 -1.131318 -0.2 0.0 0.2 0.101
H 2.786563 2.521786 6.019543 0.0 0.0 0.0 0.099
H 1.175032 3.121758 5.575478 0.0 0.0 0.0 0.096
H 4.000474 1.825040 -0.194428 0.0 0.0 0.0 0.096
H -11.520505 -1.064720 -4.152928 0.0 0.0 0.0 0.123
H 2.969361 7.306823 4.464156 0.0 0.0 0.0 0.122
H 0.427923 -3.099710 -2.208991 0.0 0.3 0.1 0.077
H -11.293439 -0.282128 -6.504187 0.0 0.0 0.0 0.080
H 9.884742 2.684370 -0.006638 0.0 0.0 0.0 0.081
H 4.620220 3.023763 0.963702 0.0 0.0 0.0 0.097
H -6.723328 0.441323 0.961276 0.0 0.0 0.0 0.125
H 4.978836 6.496203 5.700963 0.0 0.0 0.0 0.077
H -1.577709 -1.557020 2.213193 0.0 0.0 0.0 0.076
H 1.897336 1.756670 4.674061 0.0 0.0 0.0 0.091
H 2.741592 -2.842687 -1.303622 0.2 -0.3 0.0 0.097
H -6.815601 2.841992 0.221528 0.0 0.0 0.0 0.082
H -2.056149 0.027460 2.873429 0.0 0.0 0.0 0.101
H 9.392398 0.596139 -1.298661 0.0 0.0 0.0 0.122
H -0.767582 -3.195756 0.923701 0.0 -0.1 -0.2 0.108
H -2.338129 -3.180759 0.120926 0.2 0.0 0.0 0.082
H -0.754398 -1.249542 -0.427926 -0.1 -0.2 -0.2 0.120
H -6.095542 -0.922265 -2.732588 0.0 0.0 0.0 0.081
H 4.012650 1.456880 1.554682 0.0 0.0 0.0 0.091
H -9.556456 -0.607663 -6.462534 0.0 0.0 0.0 0.077
H -10.717278 -1.947426 -6.354765 0.0 0.0 0.0 0.082
H -5.444364 2.562623 1.301598 0.0 0.0 0.0 0.076
H 2.692322 -5.869331 -0.861505 -0.1 0.2 -0.2 0.139
H -5.761833 -1.917190 -4.165358 0.0 0.0 0.0 0.099
H 4.344869 -1.729607 -0.057805 0.1 -0.2 0.1 0.069
H -6.513029 0.599045 -0.792426 0.0 0.0 0.0 0.111
H 5.354203 7.998813 4.848806 0.0 0.0 0.0 0.081
H 1.536610 -5.120568 -1.937171 0.1 0.1 0.2 0.117
H -5.187829 2.689105 -0.451253 0.0 0.0 0.0 0.083
H -1.584173 -2.021368 -1.781718 0.2 -0.1 0.1 0.125
H -10.324229 0.242500 -4.246470 0.0 0.0 0.0 0.121
```
Forces are in eV/Å.

Output
Total charge: 0
Structure (SMILES): CCCCC(=O)O[C@@H](I)CCO.CCOC(=O)OC.CCOC(=O)OC.CCOC(=O)OC.CCOC(=O)OC
Total energy in Ha: -2368.99792
Kohn-Sham gap in hartree: 0.364



No. 2
A 2-piece molecular cluster, C24H47N4O9PS3 overall in a non-equilibrium geometry. Source: the OMol25 dataset; level of theory: ωB97M-V/def2-TZVPD.

```
88
Properties=species:S:1:pos:R:3:forces:R:3:lowdin_charge:R:1
S 0.513504 -2.834555 -0.902785 -0.1 -0.1 0.0 0.912
S -1.171678 -0.723781 3.382033 -0.1 0.4 0.3 0.924
S 1.481078 -1.678711 3.930967 0.0 -0.1 0.2 0.722
P -2.181295 -0.304183 -4.165445 1.2 -1.1 -0.7 0.484
O 4.374250 -5.132304 1.126379 -0.1 0.0 -0.1 0.032
O -0.501538 -0.632077 -2.160253 0.2 0.4 -0.3 -0.188
O 3.404911 -3.240592 0.401217 0.2 -0.1 0.2 0.103
O -3.310984 -1.375766 -3.806627 -0.1 1.1 0.5 -0.090
O -5.982720 2.649355 -0.307525 -1.1 -1.2 -2.0 0.113
O -1.390668 3.667980 0.461857 0.2 -0.1 0.2 0.014
O -1.646263 2.186916 -1.163760 -0.3 -0.3 0.0 0.004
O -2.794083 0.874846 -5.077536 -0.9 0.3 1.2 -0.119
O -1.154364 -0.969321 -4.948849 1.2 -0.3 -0.7 -0.263
N -5.245257 2.823245 1.798943 0.9 0.7 0.1 0.134
N 2.977534 1.726280 -2.120162 0.9 0.6 1.0 0.109
N -3.575962 1.088701 -2.165039 0.2 0.2 0.5 0.113
N 1.065689 0.766266 2.848401 0.4 -1.1 0.9 -0.195
C -1.313401 0.375643 -2.667549 -1.2 0.9 0.3 -0.271
C 0.582405 -3.378321 0.830088 -0.8 -0.1 0.5 -0.543
C 4.192057 -4.123916 0.236014 0.2 0.4 -0.1 -0.462
C -3.304499 3.990379 -0.920143 -0.5 0.4 -0.2 -0.095
C 5.458227 -5.974157 0.699228 0.1 -0.2 0.0 -0.157
C 2.289293 1.402547 -3.106334 -0.8 -0.5 -1.2 -0.244
C -2.391988 -0.109909 -0.454074 -0.4 1.0 1.0 -0.079
C -4.430804 4.429759 0.025341 -0.2 -0.3 0.5 -0.099
C -2.373436 2.954874 -0.273522 0.0 1.2 0.5 -0.415
C -1.911223 0.275485 2.049957 0.3 0.2 -0.2 -0.444
C -5.298271 3.249703 0.440340 1.0 0.6 1.9 -0.538
C 0.570843 -0.455647 3.358133 -0.2 -0.2 -0.6 -1.131
C 2.469999 0.624936 2.403819 -0.1 1.7 -0.7 -0.262
C 2.813175 1.864347 1.516825 0.3 -0.5 1.0 -0.055
C -0.017655 2.920869 3.586533 0.8 -0.4 -0.1 -0.070
C -1.332118 -0.075837 0.657785 -0.1 -0.1 0.7 -0.198
C 5.578798 -5.741026 -0.798648 0.1 0.0 -0.2 -0.156
C -2.266062 0.957276 -1.563492 0.1 -1.3 -1.1 -0.465
C 5.147033 -4.284049 -0.929988 0.0 -0.6 0.0 -0.069
C -0.812606 -3.816516 1.344233 0.0 0.1 -0.3 -0.164
C 0.954294 1.767705 3.956980 -1.3 0.7 -0.3 -0.205
C 1.538418 -1.311525 -1.032797 -0.8 -0.3 -0.1 -0.353
C 1.625161 0.041998 -3.197023 -0.1 1.5 0.1 -0.098
C 0.822260 -0.199129 -1.898649 1.2 -1.6 0.6 -0.347
H -1.842829 4.237056 1.099002 0.1 -0.1 -0.1 0.095
H -2.980502 0.062999 2.110916 0.0 -0.4 0.1 0.065
H 3.324058 2.674791 -2.262317 0.1 0.0 0.3 0.059
H -3.995789 4.852568 0.932995 -0.1 0.3 -0.1 0.105
H 4.873475 -6.381447 -1.330811 0.0 0.0 0.0 0.119
H -0.790910 3.049375 4.340801 0.0 0.2 0.0 0.073
H -5.081753 5.159835 -0.446304 0.1 0.2 -0.1 0.126
H 6.359988 -5.678527 1.240334 0.0 0.0 0.0 0.126
H 4.642481 -4.088518 -1.872413 0.0 0.3 0.1 0.126
H -4.740134 3.488723 2.377700 -0.1 -0.1 0.0 0.080
H 3.598745 2.420931 2.029588 0.0 0.3 -0.2 0.066
H 1.930047 2.489554 1.424120 0.0 0.1 -0.3 0.065
H -2.481135 -1.111707 -0.860352 0.2 0.0 -0.3 0.118
H -0.740906 1.231451 -3.049106 0.1 -0.1 -0.1 0.142
H -3.609398 1.792743 -2.892230 -0.1 0.0 0.0 0.088
H -0.866734 -1.051046 0.789225 0.0 -0.1 -0.4 0.066
H 2.436651 -0.665546 -3.344760 -0.2 -0.4 0.0 0.119
H 0.817080 0.686907 -1.263532 -0.2 0.3 -0.3 0.124
H -0.841900 -4.883012 1.553892 0.0 -0.1 0.0 0.064
H 3.103185 0.629024 3.289907 0.3 -0.5 -0.1 0.094
H -2.111962 1.527938 -5.284924 0.0 -0.3 -0.2 0.087
H -3.749078 3.671398 -1.857511 0.0 -0.3 0.0 0.109
H -2.939901 2.373258 0.467587 0.0 -0.5 -0.4 0.129
H -2.736551 4.892648 -1.143810 0.3 -0.1 -0.1 0.127
H 2.618945 -0.258675 1.799033 -0.2 -0.4 0.3 0.078
H 0.971091 0.048773 -4.068641 0.0 -0.4 0.0 0.098
H -3.356390 0.077015 0.037112 -0.1 0.0 -0.1 0.109
H -0.459956 2.662904 2.632199 -0.2 0.2 -0.1 0.025
H -3.290537 -1.486192 -2.842077 -0.5 -0.1 -0.2 0.072
H 1.233138 -4.231176 0.964043 0.5 0.1 -0.2 0.050
H -4.733581 1.948543 1.874618 -0.6 -0.3 0.0 0.080
H -1.822504 1.337215 2.265230 0.1 0.0 0.1 0.040
H -1.592153 -3.619727 0.606292 0.0 0.1 0.0 0.048
H 5.226711 -7.008888 0.941845 -0.1 0.1 0.1 0.124
H 0.555562 3.832502 3.426114 -0.2 0.2 0.2 0.072
H 5.982579 -3.595142 -0.796438 -0.1 0.1 0.0 0.132
H 6.575203 -5.945481 -1.186726 0.0 0.0 0.1 0.115
H 1.764028 -0.946029 -0.032954 -0.1 0.0 0.0 0.058
H 1.925641 2.171709 4.234482 0.2 -0.2 -0.2 0.118
H 3.186279 1.568032 0.542684 -0.1 0.0 -0.2 0.041
H 2.461423 -1.632125 -1.497522 0.2 0.3 0.0 0.049
H 0.936837 -2.572677 1.468741 0.2 0.0 -0.3 0.003
H -4.293013 1.252305 -1.466766 -0.1 0.1 -0.2 0.078
H 2.126681 2.118803 -3.920647 -0.1 -0.2 -0.2 0.113
H -0.531900 0.639587 0.479070 0.0 0.0 -0.3 0.107
H -1.070524 -3.285345 2.259609 0.0 -0.1 0.0 0.021
H 0.558154 1.264888 4.837826 0.1 -0.1 0.1 0.102
```
Forces are in eV/Å.

Output
Total charge: 0
Structure (SMILES): [H]/N=C/C[C@H](CSCC)O[C@H]([C@@](N)(CCCSC(=S)N(CC)CC)O[C@@H](O)CCC(N)=O)P(=O)(O)O.O=C1CCCO1
Total energy in Ha: -3374.80064
Kohn-Sham gap in hartree: 0.287



Q: Which of these has the highest Kohn-Sham gap?
A: C24H47IO15



Q: The highest total energy belongs to which entry?
A: C24H47IO15



Q: Which of these has the lowest total energy?
A: C24H47N4O9PS3



Q: Look up the total charge of the second one.
A: 0